# C4H12N3S

A molecular structure, C4H12N3S (ωB97M-V with the def2-TZVPD basis set, OMol25).

Last column: Mulliken charge in e.
Cartesian coordinates (Å):
1 S -3.121917 -1.013311 0.715017  -0.18
2 N 0.499434 1.478459 -1.248173  -0.46
3 N -0.739452 0.874062 0.708317  -0.43
4 N 1.703145 -0.475937 -0.025185  -0.45
5 C -0.488596 -0.495742 1.055080  0.11
6 C 0.975649 -0.783022 1.234503  -0.67
7 C -1.451360 -1.420457 1.074639  -0.38
8 C -0.861281 1.216355 -0.691007  -0.60
9 H -1.263772 -2.449389 1.328553  0.37
10 H 1.132579 -1.821651 1.530500  0.41
11 H -1.486867 2.103530 -0.784115  0.42
12 H -3.623134 -2.228131 0.905042  0.15
13 H -1.524171 1.233901 1.237012  0.38
14 H 1.640731 -1.265596 -0.666871  0.34
15 H 0.856333 2.370431 -0.906450  0.33
16 H 2.687505 -0.307263 0.170932  0.31
17 H 1.364649 -0.129690 2.017405  0.30
18 H 1.185045 0.527293 -0.645369  0.38
19 H -1.297302 0.412220 -1.299068  0.37
20 H 0.514054 1.470319 -2.262441  0.29

Cartesian forces (eV/Å) of the 2 atoms listed first:
S 0.26 0.30 0.00
N -0.05 -0.10 0.68

M   134.23 g mol⁻¹
Orbital gap   9.3 eV
Net charge   +1
ΔE to the lowest compared entry with this formula, charge and spin   36.4 kJ/mol

# C3H11NO4

3 unconnected molecules or ions with the total composition C3H11NO4 in a non-equilibrium geometry (ωB97M-V with the def2-TZVPD basis set, OMol25).

Last column: Mulliken charge in e.
Cartesian coordinates (Å):
1 O -1.425033 -0.303411 0.663081  -0.47
2 O -1.593136 -2.032872 -5.353552  -0.64
3 O -1.173828 1.638781 -0.410160  -0.55
4 O 3.632671 -1.195306 -2.769420  -0.64
5 N 1.095579 0.661904 1.933353  -0.68
6 C -0.203992 1.405202 1.754899  0.62
7 C -1.076494 1.224302 2.957033  -1.38
8 C -0.916805 0.925281 0.523577  0.33
9 H 1.179480 0.513867 2.943808  0.24
10 H -1.416589 0.182192 2.995071  0.37
11 H -0.631156 1.287460 3.962411  0.37
12 H -2.353070 -2.597147 -5.218919  0.32
13 H 3.818244 -2.072919 -2.391971  0.32
14 H -1.989771 -0.650043 -0.030765  0.34
15 H 1.082721 -0.243258 1.469782  0.28
16 H 4.523937 -0.867036 -2.920167  0.32
17 H -0.888512 -2.379678 -4.798205  0.32
18 H 0.131440 2.443730 1.682371  0.21
19 H -1.795685 2.058949 3.007774  0.32

Cartesian forces (eV/Å) of the 2 atoms listed first:
O 0.65 -1.06 1.09
O 0.23 0.26 -0.11

M   125.12 g mol⁻¹
SMILES string   C[C@@H](N)C(=O)O.O.O
Orbital gap   10.0 eV
ΔE to the lowest compared entry with this formula, charge and spin   188.4 kJ/mol

# C9H14

2 unconnected molecules or ions with the total composition C9H14 in a non-equilibrium geometry (ωB97M-V with the def2-TZVPD basis set, OMol25).

Last column: Löwdin spin population.
Cartesian coordinates (Å):
1 C -1.990437 -1.366258 -1.351886  0.17
2 C 0.320290 -0.316304 -1.552956  0.05
3 C -0.803408 -0.883526 -0.726171  0.26
4 C -3.177488 -1.499614 -0.692017  0.02
5 C -1.831081 -1.343341 1.383044  0.12
6 C -3.080491 -1.451475 0.696700  0.29
7 C -0.733142 -0.920116 0.678980  0.04
8 C 3.380410 1.848682 0.540782  0.00
9 C 1.918881 1.956986 0.771083  0.00
10 H 1.669788 2.518288 1.689223  0.00
11 H 1.181450 -0.149996 -0.912275  0.00
12 H -3.970628 -1.621432 1.285644  0.01
13 H -1.930001 -1.431581 -2.435453  0.00
14 H 3.764614 2.812591 0.207499  0.00
15 H -4.121984 -1.686167 -1.173418  0.00
16 H 1.396495 2.527501 -0.001309  0.00
17 H 3.947176 1.613173 1.443846  0.00
18 H 0.172632 -0.599163 1.171786  0.00
19 H 0.684471 -1.067875 -2.257734  0.01
20 H 1.357539 1.063380 1.040073  0.00
21 H -1.778914 -1.711906 2.399449  0.00
22 H 3.705252 1.117757 -0.200797  0.00
23 H -0.081426 0.590396 -2.004087  0.02

Cartesian forces (eV/Å) of the 2 atoms listed first:
C -0.53 0.62 -1.66
C -0.30 -1.25 1.15

M   122.21 g mol⁻¹
Orbital gap (alpha / beta)   9.8 / 6.1 eV
Net charge   +1
Spin multiplicity   2
ΔE to the lowest compared entry with this formula, charge and spin   55.6 kJ/mol

# C2HCuLiO2

A molecular structure, C2HCuLiO2 in a non-equilibrium geometry (ωB97M-V with the def2-TZVPD basis set, OMol25).

Last column: Löwdin spin population.
Cartesian coordinates (Å):
1 Cu 1.910145 -0.441811 -1.637672  0.05
2 O -0.092417 0.425117 2.535491  0.16
3 O 0.388958 0.099574 -1.008523  0.24
4 C -0.304153 -0.407644 0.043035  0.38
5 C -0.217923 0.150976 1.418286  0.14
6 Li -0.788283 1.491481 -1.244546  0.01
7 H -0.896327 -1.317693 -0.106071  0.01

Cartesian forces (eV/Å) of the 2 atoms listed first:
Cu 2.88 -1.10 -1.25
O -0.63 -0.73 -4.14

M   127.51 g mol⁻¹
Orbital gap (alpha / beta)   9.2 / 7.8 eV
Net charge   +2
Spin multiplicity   2

# C2HCdO3

A molecular structure, C2HCdO3 in a non-equilibrium geometry (ωB97M-V with the def2-TZVPD basis set, OMol25).

Last column: Löwdin spin population.
Cartesian coordinates (Å):
1 Cd -2.739865 0.793482 0.113360  0.04
2 O 0.654755 -0.741890 1.050619  0.17
3 O -0.911318 0.378784 0.124128  0.11
4 O 1.843228 0.133879 -1.896174  0.18
5 C 0.139115 -0.320547 -0.069554  0.31
6 C 1.070079 0.094011 -1.047909  0.19
7 H -0.055994 -0.337720 1.725530  0.00

Cartesian forces (eV/Å) of the 2 atoms listed first:
Cd -2.95 0.53 -0.26
O -1.49 0.13 1.80

M   185.44 g mol⁻¹
Orbital gap (alpha / beta)   4.9 / 8.6 eV
Net charge   +2
Spin multiplicity   2
ΔE to the lowest compared entry with this formula, charge and spin   63.5 kJ/mol

# C6H19LiN5O4S2

A molecular structure, C6H19LiN5O4S2 (ωB97M-V with the def2-TZVPD basis set, OMol25).

Last column: Mulliken charge in e.
Cartesian coordinates (Å):
1 S -0.708563 1.953430 -0.583836  0.95
2 S -0.576231 2.213909 1.426372  -0.58
3 O -2.086995 1.939113 -1.030106  -0.72
4 O 3.222660 1.275709 0.232516  -0.94
5 O -0.048939 0.632879 -0.892281  -0.75
6 O 0.093306 3.020222 -1.226587  -0.84
7 N -0.639170 -2.290722 -0.326033  -0.40
8 N 2.461873 3.418226 0.072336  0.06
9 N 1.085750 -0.777047 1.651412  -0.34
10 N -0.813235 -1.357694 -3.047444  -0.54
11 N 4.150964 2.859868 1.551392  -0.43
12 C -1.909365 -2.266885 -1.040591  -0.70
13 C 2.268740 4.705591 0.702164  -1.10
14 C -1.719926 -2.385269 -2.543295  -0.52
15 C 0.444697 -2.079552 1.880631  -0.89
16 C 3.251152 2.473354 0.579265  0.60
17 C -0.855708 -2.205493 1.106393  -0.43
18 Li 1.603253 0.311096 -0.047674  0.94
19 H -2.717676 -2.329413 -3.000930  0.31
20 H -2.470006 -1.342354 -0.826781  0.33
21 H 0.211352 -2.226292 2.943913  0.40
22 H -1.026490 -1.116192 -4.004249  0.24
23 H 4.877989 2.187366 1.720920  0.28
24 H 1.884173 -0.670301 2.267924  0.20
25 H 4.412690 3.828410 1.609188  0.18
26 H 2.075341 4.604734 1.772664  0.36
27 H 1.668167 3.119657 -0.526522  0.32
28 H 1.389273 5.155700 0.248928  0.35
29 H 3.122842 5.374110 0.543180  0.31
30 H -0.166918 -1.437225 -0.599127  0.30
31 H -1.309778 -3.375700 -2.772148  0.31
32 H -2.522032 -3.106753 -0.694401  0.44
33 H -0.863469 -0.505481 -2.492096  0.16
34 H 1.126192 -2.877609 1.575535  0.33
35 H -1.366483 -3.119073 1.430791  0.39
36 H -1.504027 -1.355909 1.381161  0.34
37 H 0.434098 -0.017613 1.890313  0.07

Cartesian forces (eV/Å) of the 2 atoms listed first:
S 0.12 0.07 0.05
S 0.07 -0.11 -0.02

M   296.32 g mol⁻¹
Orbital gap   6.5 eV
Net charge   -1
ΔE to the lowest compared entry with this formula, charge and spin   0.0 kJ/mol

# C27H44BrFeNOP2S

A molecular structure, C27H44BrFeNOP2S in a non-equilibrium geometry (ωB97M-V with the def2-TZVPD basis set, OMol25).

Last column: Löwdin spin population.
Cartesian coordinates (Å):
1 Br -1.339794 -0.857908 2.629999  0.06
2 Fe -1.731380 1.433107 -2.902548  3.03
3 S 1.131338 1.226496 5.618535  0.00
4 P 1.707270 -1.227230 1.097417  0.56
5 P -2.585409 -3.079448 -1.472594  0.00
6 O 1.273679 0.817870 4.185355  0.00
7 N -1.282786 7.101147 -5.403249  0.01
8 C 2.901776 -3.814609 1.620150  0.02
9 C -1.259907 4.692202 -5.361975  0.01
10 C -1.021987 4.692901 -3.984395  -0.01
11 C 2.098795 -1.668873 -0.624559  0.09
12 C -1.033088 3.029733 -2.016658  -0.03
13 C -1.147792 3.460568 -3.215026  -0.01
14 C -2.353630 1.786167 -0.465636  0.01
15 C -3.078466 -1.383117 -3.572144  0.00
16 C 1.893537 -2.776699 2.088744  0.06
17 C -3.133145 -3.033683 0.280853  0.00
18 C -0.815808 -3.532374 -1.302645  0.00
19 C 2.780342 1.049533 6.346644  0.00
20 C -4.505719 -3.654053 0.563028  0.00
21 C 2.843648 -0.604378 -1.450338  0.00
22 C 3.092545 -0.132463 1.680696  0.07
23 C -0.522095 -5.016916 -1.536389  0.00
24 C -1.445246 5.931424 -6.021039  0.00
25 C -2.497698 0.953188 0.652578  0.00
26 C -0.245122 1.511942 1.348803  0.02
27 C -0.916925 7.124209 -4.118495  0.00
28 C -1.126046 2.472584 -0.697598  0.00
29 C -0.139145 2.386298 0.288810  0.00
30 C 1.019473 3.029021 5.635094  0.00
31 C -0.713456 5.945247 -3.369788  0.00
32 C -2.595455 -1.364021 -2.125327  0.00
33 C -1.407916 0.719090 1.544336  0.00
34 C 4.469698 -0.749675 1.708010  0.03
35 H 0.606822 1.443507 2.035429  0.00
36 H 5.194901 0.036909 1.929719  0.01
37 H -0.762294 -5.632576 -0.654403  0.00
38 H -2.377392 -3.584531 0.851498  0.00
39 H 2.595223 -4.275491 0.668632  0.00
40 H 0.876069 -3.210501 2.097147  0.00
41 H 2.781282 0.216162 2.681172  0.00
42 H 4.748991 -1.192148 0.747714  0.00
43 H -1.348412 3.757685 -5.939250  0.00
44 H -3.456586 0.409988 0.725626  0.00
45 H -4.585216 -4.669800 0.158346  0.00
46 H 2.738358 1.407741 7.381654  0.00
47 H 3.021690 -0.019230 6.322854  0.00
48 H 2.439040 0.404513 -1.258148  0.00
49 H 4.562275 -1.511111 2.481666  0.00
50 H 0.553503 -5.151066 -1.733582  0.00
51 H 2.654787 -2.636380 -0.586322  0.02
52 H -0.272706 -2.921741 -2.040734  0.00
53 H 1.132673 -1.854801 -1.103962  0.01
54 H -0.023573 3.278194 5.398221  0.00
55 H -5.321004 -3.043155 0.152772  0.00
56 H -2.253157 -1.648676 -4.242865  0.00
57 H -3.295610 -0.825122 -1.478840  0.00
58 H 3.484521 1.629012 5.736886  0.00
59 H -0.372789 6.015865 -2.340362  0.00
60 H -1.069440 -5.418580 -2.396274  0.00
61 H 2.107931 -2.450537 3.119272  0.00
62 H 2.951542 -4.614899 2.364362  0.00
63 H -0.513717 -3.240083 -0.280702  0.00
64 H -1.559876 -0.978865 -2.015269  0.00
65 H -3.874388 -2.121076 -3.706536  0.00
66 H -3.473564 -0.398141 -3.866294  0.00
67 H -0.784679 8.103945 -3.635890  0.00
68 H 3.052663 0.745750 1.016971  0.00
69 H 2.710641 -0.804468 -2.517877  0.00
70 H 3.910399 -3.403075 1.505952  0.00
71 H -3.258431 2.303341 -0.795050  0.00
72 H -3.114690 -1.977570 0.598624  0.00
73 H 1.261354 3.376550 6.646222  0.00
74 H 1.715446 3.427630 4.884399  0.00
75 H -4.663859 -3.714320 1.651836  0.00
76 H -1.739790 5.934538 -7.077757  0.00
77 H 0.768501 2.948477 0.117943  0.00
78 H 3.938492 -0.609177 -1.253418  0.00

Cartesian forces (eV/Å) of the 2 atoms listed first:
Br -0.08 0.95 -0.13
Fe -0.26 -0.07 0.03

M   628.42 g mol⁻¹
Orbital gap (alpha / beta)   6.6 / 4.4 eV
Net charge   +2
Spin multiplicity   5
ΔE to the lowest compared entry with this formula, charge and spin   0.0 kJ/mol

# C8H8N4O2

C8H8N4O2 in the gas phase in a non-equilibrium geometry (ωB97M-V with the def2-TZVPD basis set, OMol25).

Last column: Mulliken charge in e.
Cartesian coordinates (Å):
1 O -2.331820 1.395720 -0.206239  -0.66
2 O -1.730589 1.998484 1.781627  -0.71
3 N -1.610545 1.247402 0.794108  0.93
4 N -0.321346 0.535466 3.194244  -0.39
5 N 1.257738 -1.754804 -1.533160  -0.75
6 N -0.073794 0.094738 -1.746646  0.00
7 C -0.681777 1.190595 -2.501334  -0.85
8 C 0.698561 -0.926550 -2.376069  -0.15
9 C 0.767681 -1.329990 2.037067  -0.50
10 C -0.028699 -0.184483 -0.411128  0.32
11 C 1.283134 -1.875737 0.886554  -0.57
12 C 0.845946 -1.348996 -0.334756  0.69
13 C -0.134582 -0.232434 2.063258  0.87
14 C -0.662355 0.288498 0.824352  -0.56
15 H 2.025544 -2.648379 1.093224  0.38
16 H 0.049868 0.094656 3.988942  0.17
17 H -0.637910 1.480328 3.201717  0.22
18 H 1.137818 -1.676198 3.067898  0.15
19 H -0.722272 0.869970 -3.457865  0.37
20 H -0.129976 2.125099 -2.146580  0.26
21 H -1.718663 1.159468 -2.030881  0.37
22 H 0.740310 -0.856268 -3.412811  0.42

Cartesian forces (eV/Å) of the 2 atoms listed first:
O 0.43 -0.41 0.70
O -0.37 -0.18 -0.68

M   192.18 g mol⁻¹
SMILES string   Cn1cnc2ccc(N)c([N+](=O)[O-])c21
Orbital gap   7.5 eV
ΔE to the lowest compared entry with this formula, charge and spin   385.9 kJ/mol

Q: Which of these has the lowest M?
A: C9H14

Q: M of number 3 (C9H14)?
A: 122.21 g mol⁻¹

Q: Which of these has the highest M?
A: C27H44BrFeNOP2S